Entry from the OMol25 dataset: a cluster of 2 separate species, C4H11NOS in total (ωB97M-V/def2-TZVPD).

```
18
Properties=species:S:1:pos:R:3:forces:R:3:mulliken_charge:R:1
N -1.954 3.575 -0.638 0.10 -0.48 0.11 -0.4869
H -1.209 -0.496 0.204 -0.09 0.00 0.00 0.2393
C 0.811 -1.614 -0.998 -0.02 -0.01 -0.18 -1.0207
H 0.129 -1.126 -1.674 -0.18 0.12 -0.08 0.2755
O 0.063 3.042 -2.172 -0.04 -0.19 -0.24 -0.4624
H 2.124 -1.531 1.768 0.01 -0.01 0.10 0.2716
C 1.549 -2.307 1.259 -0.03 0.03 -0.08 -1.2056
H 1.690 -2.051 -1.443 0.18 -0.12 -0.01 0.2665
H 2.244 -2.960 0.737 0.08 -0.06 0.01 0.3640
C -0.634 -1.063 0.933 0.07 0.07 -0.16 -1.1015
H -0.343 -0.394 1.743 -0.03 0.05 0.11 0.2854
H -1.915 4.020 0.266 0.08 0.06 -0.03 0.2558
S -0.792 2.397 -0.914 -0.19 0.51 0.00 0.1369
H -2.894 3.317 -0.902 0.08 0.05 -0.06 0.2464
H 0.790 3.587 -1.855 -0.01 0.03 0.22 0.3193
H -1.262 -1.845 1.357 -0.11 -0.03 0.10 0.3366
C 0.582 -1.671 0.304 0.08 0.04 0.16 0.9680
H 1.021 -2.880 2.023 0.03 -0.06 0.03 0.3120
```
Forces are in eV/Å.

Summary:
energy: -687.14056 Ha
structure (SMILES): C=C(C)C.NSO
frontier orbital gap: 9.62 eV
highest occupied orbital energy: -8.88 eV
spin multiplicity: 1
charge: 0
relative energy (zero: lowest compared OMol25 entry of this formula, charge and spin): 43.2 kcal/mol
max |F|: 0.541 eV/Å